# C30H20Br2N2OPRuS5

A structure of composition C30H20Br2N2OPRuS5 (wB97M-V/def2-TZVPD, OMol25).

```
62
Properties=species:S:1:pos:R:3:forces:R:3:lowdin_spin:R:1
Ru 0.33522 0.78722 -1.15481 0.217 0.139 -0.365 2.2509
Br 4.01617 1.88295 -4.43482 -0.002 0.003 -0.017 0.0127
C 4.12718 1.68244 -2.57643 0.238 0.060 -0.093 0.0467
C 5.38749 1.75412 -1.94497 -0.074 -0.005 -0.043 -0.0104
C 5.50317 1.61363 -0.59274 -0.019 0.005 -0.012 0.0394
Br 7.20710 1.71907 0.20242 0.028 0.000 0.025 0.0094
C 4.35286 1.38983 0.20918 0.014 0.003 0.057 -0.0018
C 4.34662 1.23647 1.60885 0.056 0.010 -0.015 0.0253
C 3.16366 1.02895 2.26730 -0.044 -0.002 0.012 -0.0042
C 1.97374 0.95586 1.53742 0.019 0.019 -0.003 0.0289
N 1.93857 1.09069 0.22400 0.077 -0.087 -0.099 0.0215
C 3.11233 1.31645 -0.44924 -0.119 -0.004 0.201 0.0060
C 2.98336 1.47088 -1.84759 -0.442 0.001 -0.133 -0.0130
O 1.76531 1.40053 -2.37682 0.294 -0.033 0.196 0.1473
H 6.26717 1.92360 -2.54957 -0.011 -0.001 -0.015 -0.0013
H 5.28044 1.28649 2.15256 -0.002 0.002 -0.005 0.0016
H 3.13104 0.91274 3.34085 0.002 -0.001 -0.002 -0.0005
H 1.03263 0.78028 2.04013 0.004 0.001 0.009 0.0012
N -0.82411 2.55939 0.33723 0.058 -0.070 -0.021 0.1033
C -1.28498 2.05391 1.59372 0.030 0.020 -0.037 0.0023
C -1.49808 2.90271 2.67221 -0.049 -0.016 0.016 0.0052
C -2.06994 2.41330 3.83444 -0.015 -0.009 0.012 -0.0008
C -2.48081 1.08779 3.90466 0.017 0.032 -0.015 0.0037
C -2.24091 0.23920 2.83875 -0.051 -0.042 0.004 0.0008
C -1.57479 0.69051 1.69799 -0.007 0.018 -0.035 0.0112
P -1.03335 -0.42494 0.35957 -0.160 -0.016 0.139 0.0156
C 0.07434 -1.67752 1.09066 -0.014 -0.036 0.125 0.0059
C -0.00416 -2.12452 2.41028 0.026 0.056 0.016 -0.0006
C 0.88955 -3.06867 2.89326 0.018 0.002 -0.023 0.0014
C 1.87990 -3.58138 2.06847 0.004 -0.004 0.008 0.0003
C 1.97405 -3.14428 0.75598 -0.021 0.017 0.019 0.0019
C 1.08037 -2.19956 0.27513 0.002 -0.056 -0.084 0.0131
C -2.52226 -1.27976 -0.19148 -0.002 -0.103 0.049 -0.0009
C -2.94360 -2.46346 0.40977 0.021 -0.045 -0.050 -0.0005
C -4.12492 -3.06377 0.00031 -0.016 0.020 -0.033 -0.0004
C -4.88389 -2.48659 -1.00817 -0.002 -0.029 0.022 0.0001
C -4.46288 -1.31044 -1.61336 0.040 0.032 0.005 0.0000
C -3.28168 -0.70797 -1.20952 -0.067 0.031 0.010 0.0023
H -0.42501 3.48880 0.41394 0.060 -0.025 0.055 0.0021
H -1.61010 2.62127 -0.30369 -0.027 0.090 0.036 0.0029
H -1.25495 3.95471 2.58356 0.005 -0.003 -0.002 0.0004
H -2.23959 3.07911 4.67000 0.003 0.000 -0.003 -0.0001
H -2.98643 0.71763 4.78573 -0.002 0.007 0.002 0.0003
H -2.59602 -0.78122 2.89239 0.035 -0.056 -0.027 0.0001
H -0.74505 -1.73219 3.08877 -0.053 0.038 -0.001 -0.0001
H 0.80985 -3.40050 3.91995 0.003 -0.002 -0.003 0.0001
H 2.57668 -4.31640 2.44884 -0.002 -0.001 -0.006 0.0000
H 2.74198 -3.53500 0.10197 0.001 0.001 0.000 0.0001
H 1.18385 -1.88339 -0.75616 -0.024 0.011 0.008 0.0077
H -2.34303 -2.93751 1.17613 0.013 0.022 0.017 -0.0001
H -4.44777 -3.98670 0.46301 0.001 0.002 0.000 0.0000
H -5.80242 -2.95998 -1.32865 0.000 0.005 -0.002 0.0000
H -5.05080 -0.86501 -2.40487 -0.002 -0.001 -0.001 0.0000
H -2.94889 0.20583 -1.68944 0.011 0.006 0.002 0.0021
S -2.62894 0.21759 -7.87523 -0.048 -0.004 -0.125 0.1675
C -2.02695 0.34389 -6.38445 0.050 0.015 0.122 -0.0045
S -1.21630 -0.95885 -5.55899 0.017 -0.082 -0.010 0.0264
C -0.88081 -0.13520 -4.07686 -0.077 0.137 -0.057 0.1865
C -1.31609 1.20236 -4.01116 0.024 -0.168 -0.053 0.1896
S -1.15694 2.20203 -2.66586 -0.034 -0.026 0.049 0.3454
S -2.10186 1.79952 -5.42907 -0.033 0.076 -0.009 0.0307
S -0.12627 -0.98694 -2.83544 0.031 0.047 0.186 0.3189
```
Positions in Å, forces in eV/Å.

The value obtained for the HOMO energy (spin up / spin down) is -10.1 / -10.7 eV. The gap between HOMO and LUMO (spin up / spin down) comes out at 6.98 / 5.67 eV. As for the energy relative to the best compared isomer or geometry (same formula, charge and spin): 29.4 kJ/mol. As for the charge: +1. As for the spin multiplicity: 5. Its molar mass is 876.690 g mol⁻¹.